Arrangement one

Below is the molecule C2H2N4O2, with properties calculated with wB97M-V/def2-TZVPD.

- Structure (SMILES): O/N=c1\nnnco1
- Gap between HOMO and LUMO: 8.542 eV
- Lowest unoccupied orbital energy: -1.2992 eV
- Highest occupied orbital energy: -9.84 eV

Cartesian coordinates (Å):
C: 0.4615 -0.3415 -0.0597
C: -1.7533 -0.7407 -0.0237
H: 2.1414 1.0676 0.0636
H: -2.5961 -1.4563 -0.1623
N: 1.6538 -0.6959 -0.1019
N: 0.1785 1.0181 0.0058
N: -1.0064 1.4150 0.0309
N: -2.0041 0.4869 -0.0359
O: 2.6005 0.2364 0.0380
O: -0.5439 -1.3222 0.1253


Arrangement two

Below is the molecule C2H2N4O2, with properties calculated with wB97M-V/def2-TZVPD.

- Structure (SMILES): [H]/N=c1\nnnc(O)o1
- Gap between HOMO and LUMO: 10.068 eV
- Lowest unoccupied orbital energy: -0.6027 eV
- Highest occupied orbital energy: -10.67 eV

Cartesian coordinates (Å):
C: -1.1125 -0.1165 0.0768
C: 1.1090 -0.3408 0.1023
H: -2.9007 -0.1103 -0.3376
H: 2.8095 -0.6147 -0.4683
N: -0.9678 1.1116 -0.2363
N: 0.2600 1.8066 0.1340
N: 1.2164 1.0674 0.3689
N: 1.9852 -1.1586 -0.2418
O: -2.2728 -0.7214 0.0592
O: -0.1263 -0.9232 0.5428


Stability check: which of them is least stable? arrangement one.


Arrangement one

Below is the molecule C2H2N4O2, with properties calculated with wB97M-V/def2-TZVPD.

- Structure (SMILES): O=COn1cnnn1
- Gap between HOMO and LUMO: 11.585 eV
- Lowest unoccupied orbital energy: 0.5679 eV
- Highest occupied orbital energy: -11.02 eV

Cartesian coordinates (Å):
C: 1.8541 -0.1402 0.1637
C: -0.9906 0.7800 -0.4435
H: 2.8182 -0.3782 -0.3132
H: -0.5079 1.6632 -0.7865
N: -0.3555 -0.4514 -0.3358
N: -2.1372 0.6289 0.1911
N: -2.1547 -0.6011 0.6948
N: -1.0684 -1.2407 0.3733
O: 1.6089 0.3331 1.1793
O: 0.9332 -0.5937 -0.7231


Arrangement two

Below is the molecule C2H2N4O2, with properties calculated with wB97M-V/def2-TZVPD.

- Structure (SMILES): O=C/N=c1\nn[nH]o1
- Gap between HOMO and LUMO: 8.506 eV
- Lowest unoccupied orbital energy: -1.3749 eV
- Highest occupied orbital energy: -9.88 eV

Cartesian coordinates (Å):
C: 1.9560 -0.1614 0.4859
C: -0.1160 -0.4599 -0.0843
H: 2.3005 -0.4079 1.5290
H: -2.8540 -0.0265 -0.6322
N: 0.9678 -1.1632 -0.2362
N: -0.1497 0.9568 -0.0295
N: -1.3942 1.3197 0.0430
N: -2.1610 0.0460 0.1922
O: 2.4452 0.6409 -0.3415
O: -1.3610 -1.1351 -0.0452


Stability check: which of them is least stable? arrangement two.


Arrangement one

Below is a 2-piece molecular cluster, C4H5F3O overall, with properties calculated with wB97M-V/def2-TZVPD.

- Gap between HOMO and LUMO (alpha / beta): 9.072 / 7.316 eV
- Lowest unoccupied orbital energy (alpha / beta): 0.1100 / -0.7449 eV
- Highest occupied orbital energy (alpha / beta): -8.96 / -8.06 eV

Cartesian coordinates (Å):
C: 1.1133 1.9374 -0.1537
C: 1.1043 0.6256 -0.0175
C: -1.1597 -0.6757 0.6546
C: 2.2384 -0.3305 -0.2820
O: -0.8166 -1.8452 0.0700
F: 2.1928 -1.2811 0.6830
F: 3.5612 0.1743 -0.1439
F: 2.1676 -0.9495 -1.4351
H: 2.0473 2.5662 -0.3405
H: 0.2234 2.6024 -0.1629
H: -0.8846 -0.3463 1.7149
H: -1.8414 -0.1125 -0.0586
H: -0.4354 -2.4625 0.6509


Arrangement two

Below is a 2-piece molecular cluster, C4H5F3O overall, with properties calculated with wB97M-V/def2-TZVPD.

- Gap between HOMO and LUMO: 10.098 eV
- Lowest unoccupied orbital energy: 0.6859 eV
- Highest occupied orbital energy: -9.41 eV

Cartesian coordinates (Å):
C: 1.7986 0.5193 -1.0368
C: 0.9706 -0.3434 -0.5628
C: 0.1819 -0.2049 0.7115
C: -1.7350 0.4579 0.1781
O: 0.0257 -1.2568 1.5386
F: -2.3214 -0.3216 -0.7276
F: -1.7845 1.7563 -0.2035
F: -2.4341 0.3347 1.3301
H: 2.3251 0.3728 -1.9720
H: 1.6934 1.5204 -0.6061
H: 0.8414 -1.4178 -0.8668
H: 0.5063 0.6528 1.2867
H: -0.0679 -2.0697 0.9307


Arrangement three

Below is the molecule C4H5F3O, with properties calculated with wB97M-V/def2-TZVPD.

- Structure (SMILES): O[C@H]1CC(F)(F)[C@@H]1F
- Gap between HOMO and LUMO: 11.202 eV
- Lowest unoccupied orbital energy: 0.5628 eV
- Highest occupied orbital energy: -10.64 eV

Cartesian coordinates (Å):
C: -0.1554 -0.5759 -0.9539
C: -1.0106 0.0336 0.1627
C: 0.4885 0.1117 1.1496
C: 1.1568 -0.2723 -0.1533
O: -1.3629 1.3413 0.0274
F: 0.6616 -0.8426 2.1197
F: 2.1757 -1.1523 -0.1151
F: 1.8642 0.8819 -0.5550
H: -0.2517 -1.5506 -1.2485
H: -0.3081 0.1078 -1.7544
H: -1.8953 -0.5705 0.4718
H: 0.7560 1.0795 1.5153
H: -2.1187 1.4084 -0.6663


Stability check: which of them is least stable? arrangement one.


Arrangement one

Below is a 2-piece molecular cluster, C7H14O3 overall, with properties calculated with wB97M-V/def2-TZVPD.

- Structure (SMILES): C=C(C)OC.C=C(C)OO
- Gap between HOMO and LUMO: 9.432 eV
- Lowest unoccupied orbital energy: 0.8037 eV
- Highest occupied orbital energy: -8.63 eV

Cartesian coordinates (Å):
C: -2.2222 1.0507 2.1588
C: -1.2111 0.8426 -1.3544
C: -1.5175 0.2818 -0.0009
C: -1.6472 -1.0036 0.3001
O: -1.6141 1.3117 0.9148
H: -3.1819 0.5363 2.0537
H: -2.3895 2.0190 2.6274
H: -1.5647 0.4377 2.7833
H: -2.1019 1.2900 -1.7904
H: -0.4717 1.6389 -1.2681
H: -0.7811 0.0873 -2.0022
H: -1.3812 -1.7464 -0.4287
H: -1.9231 -1.3736 1.2715
C: 1.9589 -0.6279 1.0373
C: 1.9164 -0.3075 -0.4233
C: 2.5594 0.6625 -1.0500
O: 1.3623 -1.4520 -1.0861
O: 1.4023 -1.3478 -2.5089
H: 1.1972 -2.2531 -2.7794
H: 2.4298 -1.5931 1.2131
H: 2.5290 0.1252 1.5724
H: 0.9321 -0.6839 1.3983
H: 3.2239 1.3198 -0.5227
H: 2.4958 0.7855 -2.1158


Arrangement two

Below is a 2-piece molecular cluster, C7H14O3 overall, with properties calculated with wB97M-V/def2-TZVPD.

- Structure (SMILES): C1COCOC1.CC(C)=O
- Gap between HOMO and LUMO: 10.390 eV
- Lowest unoccupied orbital energy: 0.7477 eV
- Highest occupied orbital energy: -9.64 eV

Cartesian coordinates (Å):
O: -0.8736 -1.8867 -1.2056
O: -1.6522 -2.9506 0.7326
C: -1.0962 -3.1055 -0.5465
C: -2.1155 -1.2127 -1.4119
C: -2.9366 -2.3346 0.6321
C: -2.8231 -0.9963 -0.0826
H: -1.7446 -3.7563 -1.1642
H: -0.1194 -3.6139 -0.4331
H: -1.8764 -0.2610 -1.9243
H: -2.7498 -1.8117 -2.0934
H: -3.6247 -3.0071 0.0845
H: -3.3186 -2.2316 1.6660
H: -2.2383 -0.2915 0.5392
H: -3.8249 -0.5531 -0.2418
O: 1.7436 4.0074 0.1399
C: 2.6333 3.2159 0.4057
C: 2.7375 2.5564 1.7615
C: 3.6946 2.8386 -0.6021
H: 1.9238 2.9020 2.4212
H: 3.7028 2.8036 2.2344
H: 2.6661 1.4604 1.6595
H: 4.6945 3.1084 -0.2227
H: 3.6721 1.7526 -0.7933
H: 3.5255 3.3673 -1.5552


Stability check: which of them is least stable? arrangement one.


Arrangement one

Below is the molecule C7H14O3, with properties calculated with wB97M-V/def2-TZVPD.

- Structure (SMILES): C[C@H](O)CC(C)(C)C(=O)O
- Gap between HOMO and LUMO: 9.921 eV
- Lowest unoccupied orbital energy: 0.7200 eV
- Highest occupied orbital energy: -9.20 eV

Cartesian coordinates (Å):
C: 0.8735 -0.4008 0.4143
C: -1.1657 0.8532 -0.2243
C: 0.3125 1.0342 0.2116
C: 1.6129 -0.8952 -0.8280
C: 1.7440 -0.5470 1.6631
C: -1.4919 1.5119 -1.5576
C: -0.4547 -1.1213 0.6256
O: -0.9834 -1.8467 -0.6894
O: -2.0825 1.3263 0.7336
O: -1.0468 -1.3111 1.6476
H: -1.7032 -2.4308 -0.4059
H: -2.0180 0.7720 1.5235
H: -1.3900 -0.3628 -0.5944
H: 0.3293 1.5862 1.1525
H: 0.8975 1.5750 -0.5333
H: 2.5401 -0.3325 -0.9358
H: 1.8453 -1.9556 -0.7412
H: 2.0871 -1.5754 1.7761
H: 2.6144 0.1039 1.5803
H: 1.0192 -0.7597 -1.7290
H: 1.1870 -0.2730 2.5578
H: -1.3533 2.5919 -1.4767
H: -2.5302 1.3267 -1.8271
H: -0.8431 1.1306 -2.3435


Arrangement two

Below is a 2-piece molecular cluster, C7H14O3 overall, with properties calculated with wB97M-V/def2-TZVPD.

- Structure (SMILES): C1COCOC1.CC(C)=O
- Gap between HOMO and LUMO: 10.402 eV
- Lowest unoccupied orbital energy: 0.7703 eV
- Highest occupied orbital energy: -9.63 eV

Cartesian coordinates (Å):
O: -2.0902 0.7028 0.2139
O: -1.4927 2.8727 -0.4411
C: -2.3251 2.0783 0.3622
C: -2.3687 0.3050 -1.1291
C: -1.7385 2.5934 -1.8198
C: -1.5244 1.1139 -2.1025
H: -3.3869 2.3058 0.1472
H: -2.1314 2.3440 1.4193
H: -2.1584 -0.7803 -1.1865
H: -3.4458 0.4506 -1.3395
H: -2.7743 2.8890 -2.0754
H: -1.0514 3.2392 -2.3997
H: -0.4554 0.8606 -1.9665
H: -1.7970 0.8734 -3.1481
O: 2.6837 -3.0864 -0.0683
C: 2.8086 -2.4948 0.9915
C: 3.5223 -1.1659 1.0855
C: 2.2584 -3.0487 2.2855
H: 3.8888 -0.8548 0.0927
H: 4.3835 -1.2415 1.7705
H: 2.8368 -0.3904 1.4663
H: 3.0743 -3.2067 3.0107
H: 1.5296 -2.3461 2.7235
H: 1.7541 -4.0133 2.1077


Stability check: which of them is least stable? arrangement one.


Arrangement one

Below is C4H8O2 as an isolated structure, with properties calculated with wB97M-V/def2-TZVPD.

- Gap between HOMO and LUMO: 10.369 eV
- Lowest unoccupied orbital energy: 0.8537 eV
- Highest occupied orbital energy: -9.51 eV

Cartesian coordinates (Å):
C: -1.3223 0.3424 -0.8380
C: -0.2169 0.2705 0.2224
O: -0.9076 0.4875 1.4356
C: 1.2859 0.6092 0.4141
O: 1.7080 -0.2877 -0.5888
C: 0.5147 -1.0352 -0.3909
H: -0.9539 0.5540 -1.8406
H: -2.1768 0.9485 -0.5510
H: -1.6820 -0.7023 -0.8710
H: -0.3065 0.4045 2.1890
H: 1.4866 0.0995 1.3900
H: 1.8181 1.5623 0.4444
H: 0.5547 -1.8262 0.3567
H: 0.1980 -1.4269 -1.3719


Arrangement two

Below is the molecule C4H8O2, with properties calculated with wB97M-V/def2-TZVPD.

- Gap between HOMO and LUMO: 7.837 eV
- Lowest unoccupied orbital energy: 0.8132 eV
- Highest occupied orbital energy: -7.02 eV

Cartesian coordinates (Å):
C: 0.7245 -0.2046 -0.9383
C: 1.4114 -0.6301 0.3682
O: 0.3271 -0.7920 1.2565
C: -0.5641 0.2482 1.2185
C: -1.7259 0.6600 -0.5604
O: -0.1765 0.7454 -0.4276
H: 1.4130 0.2610 -1.6511
H: 0.1969 -1.0426 -1.4072
H: 1.9456 -1.5797 0.3136
H: 2.0917 0.1573 0.7183
H: -0.2460 1.2072 1.6253
H: -1.4922 -0.1258 1.6325
H: -1.9660 1.3658 -1.3688
H: -1.8920 -0.3539 -0.9609


Stability check: which of them is least stable? arrangement two.


Arrangement one

Below is the molecule C4H8O2, with properties calculated with wB97M-V/def2-TZVPD.

- Gap between HOMO and LUMO: 9.817 eV
- Lowest unoccupied orbital energy: 0.9655 eV
- Highest occupied orbital energy: -8.85 eV

Cartesian coordinates (Å):
C: -1.6877 0.5965 -0.1176
C: -0.6073 -0.3847 0.2834
O: -0.3180 -1.2063 -0.7889
C: 0.7385 0.3208 0.5625
C: 1.8089 -0.5786 0.1731
O: 1.3502 0.5047 -0.7694
H: -1.3634 1.1297 -1.0193
H: -2.5897 0.0363 -0.3754
H: -1.9072 1.3164 0.6748
H: -0.8831 -0.9040 1.2244
H: 0.5917 -0.1646 -1.2919
H: 0.8488 1.1916 1.1984
H: 1.1859 -1.4665 -0.2402
H: 2.8322 -0.3914 0.4862


Arrangement two

Below is the molecule C4H8O2, with properties calculated with wB97M-V/def2-TZVPD.

- Structure (SMILES): CC1OCCO1
- Gap between HOMO and LUMO: 11.048 eV
- Lowest unoccupied orbital energy: 1.1147 eV
- Highest occupied orbital energy: -9.93 eV

Cartesian coordinates (Å):
C: 2.0820 0.0123 -0.1741
C: 0.6852 -0.0360 0.3911
C: -1.3847 -0.7609 0.0442
C: -1.3888 0.7625 -0.1532
H: 2.6133 0.8890 0.2119
H: 2.6279 -0.8980 0.0950
H: 2.0177 0.0796 -1.2642
H: 0.6928 -0.1335 1.4947
H: -1.6997 -1.0290 1.0673
H: -2.0016 -1.3112 -0.6690
H: -2.0425 1.2784 0.5616
H: -1.6811 1.0498 -1.1670
O: -0.0308 -1.1092 -0.1691
O: -0.0304 1.1353 0.0468


Stability check: which of them is least stable? arrangement one.


Arrangement one

Below is the molecule C4H8O2, with properties calculated with wB97M-V/def2-TZVPD.

- Gap between HOMO and LUMO (alpha / beta): 6.865 / 6.870 eV
- Lowest unoccupied orbital energy (alpha / beta): -0.3862 / -0.3837 eV
- Highest occupied orbital energy (alpha / beta): -7.25 / -7.25 eV

Cartesian coordinates (Å):
O: -1.6855 0.3372 1.3700
C: -0.7694 -0.5251 0.7204
C: 0.5548 0.1678 0.4944
C: 1.0979 -0.8638 -0.4609
O: -0.1494 0.1807 -1.6009
C: 0.2742 1.1752 -0.6488
H: -2.5534 -0.0772 1.2913
H: -0.8377 -0.4107 -0.8323
H: -0.6483 -1.4966 1.2472
H: 1.1929 0.5382 1.3125
H: 1.9816 -0.6771 -1.0629
H: 0.8441 -1.9263 -0.3515
H: 1.1873 1.6404 -1.0341
H: -0.4889 1.9375 -0.4445


Arrangement two

Below is the molecule C4H8O2, with properties calculated with wB97M-V/def2-TZVPD.

- Gap between HOMO and LUMO: 9.084 eV
- Lowest unoccupied orbital energy: 0.8501 eV
- Highest occupied orbital energy: -8.23 eV

Cartesian coordinates (Å):
C: 1.2655 -1.0306 -0.2819
C: 0.6202 0.0596 0.3987
O: 1.6888 1.2965 -0.0798
C: -0.7019 0.5324 -0.1557
O: -0.7568 1.3943 -1.0134
C: -1.9244 -0.1796 0.3596
H: 0.7723 -1.4211 -1.1713
H: 1.7742 -1.7734 0.3274
H: 2.0578 0.3244 -0.5474
H: 0.6999 0.1267 1.4837
H: 1.1647 1.7692 -0.7665
H: -1.9472 -1.1958 -0.0485
H: -2.8188 0.3599 0.0435
H: -1.8944 -0.2624 1.4514


Stability check: which of them is least stable? arrangement one.